Entry from the OMol25 dataset: a 2-piece molecular cluster, C3H12NO overall at a distorted geometry (wB97M-V/def2-TZVPD).

## Properties
LUMO level (spin up / spin down)	-7.77 / -14.39	eV
net charge	+2
<S²>	0.75
spin multiplicity	2
maximum force	2.327	eV Å⁻¹

```
17
C3H12NO wB97M-V/def2-TZVPD
H 1.4965 2.8695 -0.7293
C 1.1673 1.8699 -0.4273
C 1.4666 1.6260 1.0390
H 2.4806 1.2430 1.1690
H 1.4177 2.5007 1.6823
H -2.4138 -1.8490 -2.2784
C -1.4294 -1.9395 -1.7918
H -0.9775 -0.9960 -2.1487
H -0.4007 0.6025 1.1143
H 1.8354 1.2739 -1.0561
H 0.1153 1.8250 -0.6807
H -0.7902 -2.8347 -2.0600
O -1.5230 -1.9452 -0.4149
N 0.5032 0.5415 1.5864
H -2.3203 -2.4203 -0.0573
H 0.8969 -0.3689 1.3571
H 0.3943 0.6218 2.6004
```